(1)
The following is a quantum chemistry calculation of C20H80BF8N2O28S4V as an isolated structure in a non-equilibrium geometry, from OMol25.

Element x y z (Å)
V1 13.71039 26.03152 8.90658
S1 14.77227 28.22253 11.24192
S2 15.32314 23.16993 7.80425
S3 15.58131 23.50616 10.06738
S4 16.39630 28.06107 9.63673
F1 11.36872 29.19598 7.66862
F2 12.20363 27.43684 8.74175
F3 10.04951 27.47746 8.20603
F4 10.72097 28.98493 9.77027
F5 15.09702 24.50946 11.23913
F6 14.66226 23.90417 6.56675
F7 16.68808 27.29854 8.24308
F8 13.30292 27.82240 11.72262
O1 17.04102 23.62149 10.20824
O2 16.40019 29.32958 8.95809
O3 15.63476 25.85654 16.66491
O4 10.85568 22.73206 8.58717
O5 16.80150 23.23981 7.53160
O6 17.95730 23.08780 14.82434
O7 14.52895 29.65249 11.00694
O8 12.57047 25.34652 10.73678
O9 14.16634 25.65533 2.56968
O10 12.19813 22.44372 3.73468
O11 16.58768 19.13467 4.42967
O12 15.17478 23.37925 14.52766
O13 19.60799 23.57355 3.64857
O14 19.97682 22.32769 13.34592
O15 13.30940 25.32051 13.70366
O16 15.70406 26.22724 4.59438
O17 14.49919 26.80387 6.98567
O18 15.07948 22.19334 10.46531
O19 12.20301 18.71635 12.57150
O20 12.20197 24.99439 7.70350
O21 15.50009 27.78068 12.40675
O22 14.68178 21.85466 7.69249
O23 17.93495 17.27747 13.42057
O24 13.86174 17.58004 7.63591
O25 17.49090 27.71052 10.54583
O26 18.82704 27.29328 13.08610
O27 21.24557 27.16351 6.83571
O28 21.47774 22.61528 8.62289
N1 14.78636 24.33817 8.92031
N2 14.76790 27.31002 9.95467
C1 15.46148 18.79568 5.21254
C2 19.41832 22.61982 4.72589
C3 12.74514 26.34154 14.52443
C4 14.99520 22.30690 13.59656
C5 18.42712 23.29649 16.19771
C6 18.38940 25.98830 13.06917
C7 11.20147 25.28884 10.68128
C8 20.08621 26.35694 7.08790
C9 16.86894 18.11713 12.89909
C10 11.15790 21.59598 7.80500
C11 12.98114 19.73240 11.87089
C12 12.89682 26.40209 2.45918
C13 20.06903 22.44595 8.51173
C14 11.84639 25.09455 6.31321
C15 16.26934 25.62362 17.87070
C16 12.50938 17.86795 7.49937
C17 14.16280 28.14657 6.50459
C18 20.44660 22.86982 12.09516
C19 16.78986 25.46762 4.12555
C20 13.11195 21.78355 4.54625
B1 11.08027 28.24005 8.62915
H1 11.81962 26.70498 14.07786
H2 13.16663 27.39876 2.80838
H3 16.47272 24.57904 18.10645
H4 17.10965 25.95110 3.20247
H5 18.49736 24.36629 16.39441
H6 12.60164 20.73862 12.04868
H7 19.64203 23.24239 7.90226
H8 13.14041 27.97796 6.16639
H9 20.44622 22.02469 11.40680
H10 11.09369 24.32330 6.14974
H11 15.09080 26.06818 3.87311
H12 12.51377 26.55752 1.45061
H13 12.65316 25.89194 15.51312
H14 17.55858 16.40487 13.55662
H15 11.04226 21.79920 6.74038
H16 10.16501 22.47146 9.20089
H17 10.76261 24.78373 9.82084
H18 19.94945 21.41883 8.16702
H19 15.70854 22.39935 12.77759
H20 17.63499 25.45015 4.81371
H21 16.01924 18.14855 13.58110
H22 19.74666 25.97660 6.12450
H23 20.27870 25.49181 7.72240
H24 19.62145 23.53994 11.85400
H25 13.97199 16.97681 8.37453
H26 15.71031 18.57635 6.25085
H27 13.90649 22.51485 4.69459
H28 19.40116 22.86273 16.42398
H29 12.23391 26.04445 3.24706
H30 14.92211 26.52916 6.16880
H31 11.92776 17.00032 7.18787
H32 14.00216 19.70003 12.25113
H33 15.39960 21.50458 14.21368
H34 15.65462 25.96141 18.70504
H35 12.61327 17.86214 12.41783
H36 19.20779 26.93766 7.36937
H37 12.64219 21.45011 5.47158
H38 17.17132 19.15625 12.76911
H39 14.66800 19.53908 5.28899
H40 17.78125 22.82704 16.93971
H41 12.15349 21.18293 7.96712
H42 10.63716 24.89344 11.52585
H43 10.58160 20.69296 8.00632
H44 17.19763 26.19316 17.91550
H45 18.86374 25.51684 13.92989
H46 14.11986 24.95905 1.91042
H47 11.45863 26.09882 6.14235
H48 21.60529 26.68008 6.08838
H49 16.06562 23.18434 14.82770
H50 14.22108 28.89589 7.29403
H51 18.97885 21.71586 4.30419
H52 11.43590 21.86809 3.63843
H53 18.69656 23.09686 5.38891
H54 16.60111 24.42264 3.87960
H55 19.85469 21.37607 13.31253
H56 21.43320 23.30457 12.25557
H57 12.74395 25.55740 11.65712
H58 12.61712 25.07200 5.54277
H59 12.10174 18.29046 8.41775
H60 19.49417 22.46284 9.43767
H61 18.67748 22.85753 14.23281
H62 10.88042 26.32917 10.73365
H63 17.21867 18.42306 4.56028
H64 20.00666 23.26537 2.83146
H65 16.24188 25.61906 15.96020
H66 18.72016 25.50238 12.15125
H67 13.69618 21.04009 4.00398
H68 13.95079 22.12891 13.34039
H69 14.92205 28.40546 5.76661
H70 11.65625 24.26178 7.99857
H71 14.98538 17.84210 4.98425
H72 13.45957 27.16091 14.60400
H73 12.42438 18.61806 6.71311
H74 17.30351 25.91377 13.01081
H75 20.34468 22.39035 5.25248
H76 21.87033 22.71780 7.75285
H77 18.49935 27.81420 12.34930
H78 14.01223 24.85720 14.16516
H79 13.05703 19.48362 10.81238
H80 16.61539 17.78385 11.89274

Results
LUMO (alpha / beta): -3.4 / -2.4 eV
2S+1: 3
HOMO-LUMO gap (alpha / beta): 5.900 / 6.874 eV
Energy relative to the best compared isomer or geometry (same formula, charge and spin): 0.6 kcal per mole

Results of the Löwdin charge analysis, in e, for atoms 1 through 99:
1 V 1.17
2 S 0.48
3 S 0.62
4 S 0.54
5 S 0.67
6 F 0.14
7 F 0.10
8 F 0.19
9 F 0.12
10 F -0.18
11 F -0.17
12 F -0.19
13 F -0.17
14 O -0.25
15 O -0.22
16 O -0.10
17 O -0.11
18 O -0.25
19 O -0.15
20 O -0.20
21 O -0.14
22 O -0.14
23 O -0.11
24 O -0.10
25 O -0.15
26 O -0.14
27 O -0.15
28 O -0.15
29 O -0.14
30 O -0.22
31 O -0.24
32 O -0.13
33 O -0.18
34 O -0.21
35 O -0.24
36 O -0.13
37 O -0.11
38 O -0.22
39 O -0.11
40 O -0.11
41 O -0.12
42 N -0.34
43 N -0.31
44 C -0.18
45 C -0.12
46 C -0.13
47 C -0.12
48 C -0.10
49 C -0.18
50 C -0.12
51 C -0.14
52 C -0.15
53 C -0.13
54 C -0.13
55 C -0.06
56 C -0.16
57 C -0.05
58 C -0.20
59 C -0.17
60 C -0.03
61 C -0.07
62 C -0.13
63 C -0.17
64 B -1.35
65 H 0.08
66 H 0.08
67 H 0.07
68 H 0.09
69 H 0.07
70 H 0.07
71 H 0.06
72 H 0.09
73 H 0.08
74 H 0.10
75 H 0.01
76 H 0.09
77 H 0.08
78 H 0.07
79 H 0.07
80 H 0.11
81 H 0.08
82 H 0.09
83 H 0.06
84 H 0.07
85 H 0.07
86 H 0.06
87 H 0.07
88 H 0.07
89 H 0.08
90 H 0.06
91 H 0.07
92 H 0.08
93 H 0.07
94 H 0.04
95 H 0.08
96 H 0.06
97 H 0.08
98 H 0.08
99 H 0.06



(2)
The following is a quantum chemistry calculation of a 2-piece molecular cluster, C2HF6OP overall in a non-equilibrium geometry, from OMol25.

Element x y z (Å)
P1 -0.31166 0.55250 -0.59523
F1 2.02039 -0.18185 0.39735
F2 0.55970 0.84512 1.72126
F3 1.85515 1.99133 0.28436
F4 -1.24344 -1.81254 -1.06513
F5 -0.37433 -1.77993 0.99640
F6 -2.20310 -0.63905 0.49528
O1 -1.15851 1.67075 -0.84921
C1 -1.02644 -1.06155 0.02730
C2 1.15731 0.85245 0.50906
H1 0.72493 -0.43723 -1.92145

Results
LUMO (alpha / beta): 0.5 / -4.0 eV
2S+1: 3
HOMO-LUMO gap (alpha / beta): 7.722 / 8.165 eV

Charge distribution, Löwdin scheme, values in e:
1 P 0.88
2 F 0.10
3 F 0.10
4 F 0.12
5 F 0.09
6 F 0.11
7 F 0.11
8 O -0.25
9 C -0.68
10 C -0.67
11 H 0.09



(3)
The following is a quantum chemistry calculation of one molecule with the formula C8H7F3N2O in a non-equilibrium geometry, from OMol25.

Element x y z (Å)
F1 -0.86465 -0.60197 2.56612
F2 -1.15101 -2.34291 1.30569
F3 0.72578 -2.11868 2.45166
O1 1.97906 -1.06311 -0.98186
N1 1.42367 -2.95550 -0.16306
N2 0.34230 -0.87608 0.52743
C1 0.76651 1.48871 0.13805
C2 -1.38327 0.52600 -0.49571
C3 -0.09792 0.38195 0.05567
C4 1.21615 -1.60963 -0.19767
C5 -0.23866 -1.48377 1.71016
C6 -0.83743 2.83552 -1.06567
C7 0.39970 2.68381 -0.48167
C8 -1.74341 1.76924 -1.03962
H1 1.74925 1.37404 0.56491
H2 1.89320 -3.28986 -1.02636
H3 -2.09687 -0.30929 -0.50545
H4 1.10271 3.49434 -0.48585
H5 0.65925 -3.50569 0.19613
H6 -2.73195 1.85104 -1.46779
H7 -1.11242 3.75186 -1.60509

Results
LUMO: 0.8 eV
HOMO-LUMO gap: 10.322 eV
SMILES string: NC(=O)N(c1ccccc1)C(F)(F)F
Energy relative to the best compared isomer or geometry (same formula, charge and spin): 0.0 kcal per mole

Charge distribution, Löwdin scheme, values in e:
1 F 0.14
2 F 0.17
3 F 0.14
4 O 0.06
5 N 0.17
6 N 0.10
7 C 0.01
8 C 0.00
9 C -0.21
10 C -0.57
11 C -0.55
12 C -0.09
13 C -0.08
14 C -0.07
15 H 0.12
16 H 0.14
17 H 0.12
18 H 0.10
19 H 0.09
20 H 0.10
21 H 0.11



(4)
The following is a quantum chemistry calculation of a 2-piece molecular cluster, C2H6N2O overall in a non-equilibrium geometry, from OMol25.

Element x y z (Å)
O1 -0.80765 2.28237 0.65657
N1 0.87689 -0.05122 -1.32090
N2 0.22127 -1.31230 0.56896
C1 -1.53830 1.33215 0.92968
C2 1.03255 -1.14139 -0.48507
H1 -2.19300 0.88743 0.27213
H2 0.97715 0.05249 -2.33523
H3 0.30272 0.60815 -1.04171
H4 0.54763 -2.02386 1.20715
H5 -1.42890 1.00222 1.97904
H6 2.00965 -1.63605 -0.43062

Results
LUMO: 1.0 eV
HOMO-LUMO gap: 10.542 eV
SMILES string: [H]/N=C/N.C=O
Energy relative to the best compared isomer or geometry (same formula, charge and spin): 63.6 kcal per mole

Charge distribution, Löwdin scheme, values in e:
1 O -0.05
2 N 0.09
3 N 0.05
4 C -0.13
5 C -0.30
6 H 0.05
7 H 0.11
8 H -0.02
9 H 0.01
10 H 0.08
11 H 0.11



(5)
The following is a quantum chemistry calculation of one molecule with the formula C3H4P2 in a non-equilibrium geometry, from OMol25.

Element x y z (Å)
P1 -1.87042 -0.35545 -0.20198
P2 1.69129 -0.41021 0.07407
C1 -0.58873 0.64758 0.67718
C2 -0.08602 -0.55318 -0.06621
C3 0.47866 0.78171 -0.59967
H1 2.08206 -1.16925 -1.20335
H2 -2.28344 -1.14663 0.75790
H3 0.40778 1.23180 -1.47951
H4 -0.56117 0.94215 1.73374

Results
LUMO: 0.7 eV
HOMO-LUMO gap: 9.596 eV
SMILES string: P1[C@@H]2[C@H]3PC123
Energy relative to the best compared isomer or geometry (same formula, charge and spin): 73.0 kcal per mole

Charge distribution, Löwdin scheme, values in e:
1 P 0.92
2 P 0.88
3 C -0.43
4 C -0.86
5 C -0.40
6 H -0.06
7 H -0.15
8 H 0.01
9 H 0.08



Which molar mass belongs to each record? In order, 1138.9; 186.0; 204.2; 74.1; 102.0 g/mol.